Entry w
{"formula": "C2H5INO", "method": "ωB97M-V with the def2-TZVPD basis set", "elements": ["I", "O", "C", "N", "C", "H", "H", "H", "H", "H"], "positions_angstrom": [[-3.8978, 0.7412, 1.1842], [1.6276, -1.3273, 0.4377], [0.7380, -0.5293, 0.1401], [-0.3267, -0.3407, 0.9492], [0.7999, 0.3800, -1.0719], [-0.3483, -0.9011, 1.7818], [-1.2142, -0.0130, 0.5797], [-0.0136, 1.1033, -1.0851], [0.9306, -0.0785, -2.0464], [1.7047, 0.9654, -0.8694]], "nbo_charge": [-0.977, -0.669, 0.668, -0.815, -0.714, 0.395, 0.434, 0.226, 0.225, 0.227], "orbital_gap_ev": 7.4, "homo_ev": -3.79, "charge": -1}

Entry x
{"formula": "C2H5INO", "method": "ωB97M-V with the def2-TZVPD basis set", "elements": ["C", "C", "N", "O", "I", "H", "H", "H", "H", "H"], "positions_angstrom": [[0.0493, 0.9293, -0.7281], [-0.0240, -1.3738, -0.4127], [1.0345, -1.9261, -0.1109], [1.2094, -3.1921, 0.0513], [3.5519, 0.2699, 0.1143], [-0.2350, 1.1974, -1.7655], [-0.6235, 1.4507, -0.0265], [1.1215, 0.8656, -0.6285], [-1.0019, -1.8607, -0.2756], [1.8839, -1.2486, -0.0702]], "nbo_charge": [-0.556, 0.024, -0.173, -0.612, -0.844, 0.176, 0.185, 0.240, 0.168, 0.393], "orbital_gap_ev": 7.7, "homo_ev": -4.15, "charge": -1}

Structures ranked by computed energy, the most stable listed first: entry w, entry x.

Entry w
{"formula": "H22NeO11", "method": "ωB97M-V with the def2-TZVPD basis set", "elements": ["Ne", "O", "H", "H", "O", "H", "H", "O", "H", "H", "O", "H", "H", "O", "H", "H", "O", "H", "H", "O", "H", "H", "O", "H", "H", "O", "H", "H", "O", "H", "H", "O", "H", "H"], "positions_angstrom": [[-0.0107, 0.2248, -0.3009], [3.0575, -0.0390, -0.9066], [2.7885, -0.1813, 0.0010], [3.0939, 0.9129, -0.9996], [-1.8796, 3.3325, -0.4738], [-2.0208, 3.6837, -1.3530], [-2.3860, 2.5204, -0.4556], [0.8859, 1.6124, 2.8195], [0.8154, 2.2179, 2.0815], [1.4983, 0.9401, 2.5206], [0.0272, -2.5971, 1.0618], [-0.1512, -2.8279, 1.9735], [-0.8356, -2.5672, 0.6485], [-2.6463, -2.0770, 0.2409], [-2.9845, -2.2061, 1.1270], [-3.3809, -2.2991, -0.3311], [2.3377, -3.8608, 0.0721], [1.5955, -3.3573, 0.4065], [2.6955, -4.3015, 0.8428], [1.2435, -0.4858, -3.2696], [1.7317, -0.5729, -2.4509], [1.7480, 0.1443, -3.7840], [2.0653, -0.5096, 1.5400], [2.5584, -0.8830, 2.2705], [1.2855, -1.0603, 1.4704], [-3.4398, 0.7018, -0.4249], [-3.7489, 1.0727, 0.4017], [-3.1749, -0.1909, -0.2032], [-1.4540, 0.2870, -2.7409], [-0.5807, 0.0934, -2.4001], [-1.9855, 0.4484, -1.9614], [0.7090, 3.6892, 0.7982], [-0.1974, 3.6198, 0.4986], [0.7398, 4.5155, 1.2804]], "nbo_charge": [0.000, -0.977, 0.495, 0.467, -0.970, 0.484, 0.491, -0.994, 0.488, 0.472, -0.973, 0.475, 0.510, -0.957, 0.483, 0.498, -0.949, 0.481, 0.455, -0.966, 0.496, 0.469, -0.959, 0.484, 0.507, -0.971, 0.478, 0.490, -0.955, 0.486, 0.458, -0.968, 0.501, 0.471], "orbital_gap_ev": 9.9, "homo_ev": -10.42, "charge": 0}

Entry x
{"formula": "H22NeO11", "method": "ωB97M-V with the def2-TZVPD basis set", "elements": ["Ne", "O", "H", "H", "O", "H", "H", "O", "H", "H", "O", "H", "H", "O", "H", "H", "O", "H", "H", "O", "H", "H", "O", "H", "H", "O", "H", "H", "O", "H", "H", "O", "H", "H"], "positions_angstrom": [[-3.0039, -15.6295, -4.5628], [-3.1214, -19.0803, -4.2316], [-3.7355, -19.7444, -3.9185], [-2.4707, -19.0070, -3.5335], [0.3829, -17.3992, -5.0973], [0.6180, -18.2870, -4.8275], [-0.5057, -17.4810, -5.4437], [-5.1187, -17.2661, -3.7266], [-4.3916, -17.8486, -3.9462], [-5.8905, -17.6966, -4.0942], [-1.3856, -18.6839, -2.3041], [-0.9340, -17.8401, -2.2872], [-0.7282, -19.3015, -2.6245], [-4.1125, -15.5216, -7.5894], [-4.9930, -15.2346, -7.3472], [-3.7792, -14.8234, -8.1531], [-5.8522, -13.0544, -4.5074], [-5.8709, -13.0731, -5.4642], [-6.6481, -12.5833, -4.2609], [-4.9628, -14.7560, -2.6278], [-5.1986, -14.1562, -3.3356], [-4.8616, -15.6056, -3.0570], [-1.9073, -17.4122, -7.0911], [-1.3238, -16.7438, -7.4502], [-2.7394, -16.9582, -6.9584], [-0.6816, -14.4116, -1.3031], [-0.1373, -15.1945, -1.3868], [-0.5918, -13.9656, -2.1453], [-3.3743, -14.7976, -0.3040], [-3.7567, -14.7320, -1.1790], [-2.4296, -14.7505, -0.4508], [-0.0967, -12.7851, -3.5250], [-0.3744, -11.8823, -3.6802], [0.0657, -13.1399, -4.3991]], "nbo_charge": [0.000, -0.968, 0.467, 0.493, -0.962, 0.460, 0.495, -0.978, 0.496, 0.469, -0.929, 0.493, 0.474, -0.946, 0.477, 0.474, -0.936, 0.473, 0.485, -1.000, 0.483, 0.493, -0.957, 0.463, 0.497, -0.961, 0.459, 0.498, -0.992, 0.490, 0.477, -0.947, 0.483, 0.478], "orbital_gap_ev": 9.0, "homo_ev": -9.22, "charge": 0}

Structures ranked by computed energy, the most stable listed first: entry w, entry x.

Entry w
{"formula": "C2H5NS2", "method": "ωB97M-V with the def2-TZVPD basis set", "elements": ["C", "C", "H", "H", "H", "H", "H", "N", "S", "S"], "positions_angstrom": [[1.6010, 1.3149, 0.0004], [-0.7232, 0.7092, -0.0006], [1.3040, 2.3585, -0.8906], [2.5074, 0.4520, -0.7935], [1.8219, 1.5119, 1.1462], [0.0039, -1.8344, 0.4029], [-0.5940, 1.7151, -0.3872], [0.5193, 0.3995, 0.3050], [1.1457, -1.0979, -0.0699], [-2.0173, -0.0986, -0.0309]], "nbo_charge": [-0.443, -0.149, 0.236, 0.214, 0.252, 0.148, 0.180, -0.606, 0.167, 0.002], "orbital_gap_ev": 9.0, "homo_ev": -8.69, "charge": 0}

Entry x
{"formula": "C2H5NS2", "method": "ωB97M-V with the def2-TZVPD basis set", "elements": ["C", "C", "N", "S", "S", "H", "H", "H", "H", "H"], "positions_angstrom": [[-0.6890, 0.0515, 0.3036], [1.8493, 0.1591, -0.0507], [-1.9521, 0.0236, 0.5935], [-0.8105, -1.1463, -2.1962], [0.5327, 0.8631, 1.0814], [2.0465, -0.8965, 0.0717], [2.5798, 0.7969, 0.1455], [1.3949, 0.1382, -1.1043], [-2.4522, -0.6482, -0.0334], [-2.4994, 0.6586, 1.1889]], "nbo_charge": [-0.013, -0.671, -0.770, -0.366, 0.297, 0.232, 0.198, 0.268, 0.437, 0.389], "orbital_gap_ev": [7.0, 7.0], "homo_ev": [-8.36, -8.31], "charge": 0}

Structures ranked by computed energy, the most stable listed first: entry x, entry w.

Entry w
{"formula": "C4H7FN2O", "method": "ωB97M-V with the def2-TZVPD basis set", "elements": ["C", "C", "N", "N", "O", "C", "C", "F", "H", "H", "H", "H", "H", "H", "H"], "positions_angstrom": [[-0.9223, 1.7744, -0.2335], [-0.9574, 0.2952, 0.0717], [-1.7301, -0.5471, -0.4171], [-1.6561, -1.8627, -0.0710], [0.2253, 0.0344, 0.6999], [1.3397, -0.4822, 0.0429], [2.5863, 0.0552, 0.1109], [3.6188, -0.6449, -0.3551], [-1.8078, 2.1872, -0.9290], [0.1859, 1.8691, -0.7203], [-1.0038, 2.2849, 0.7302], [-1.2715, -2.0124, 0.9572], [-2.4839, -2.3075, -0.1254], [1.0505, -1.6922, -0.3398], [2.8263, 1.0486, 0.5782]], "nbo_charge": [-0.657, 0.481, -0.276, -0.637, -0.559, 0.034, 0.157, -0.319, 0.234, 0.224, 0.227, 0.338, 0.358, 0.209, 0.186], "orbital_gap_ev": 9.7, "smiles": "C/C(=N/N)O/C=C/F", "homo_ev": -8.78, "charge": 0}

Entry x
{"formula": "C4H7FN2O", "method": "ωB97M-V with the def2-TZVPD basis set", "elements": ["O", "C", "N", "N", "C", "C", "C", "F", "H", "H", "H", "H", "H", "H", "H"], "positions_angstrom": [[2.7869, -1.8094, -2.0348], [1.7556, -1.5949, -1.3262], [1.0318, -0.3476, -1.2225], [-0.0577, -0.4361, -0.3068], [-1.4482, 0.1626, -0.5101], [-0.4379, 0.8048, 0.3879], [-0.4333, 0.7358, 1.8839], [-1.2886, 1.7158, 2.3540], [1.2080, -2.3719, -0.6478], [1.2433, 0.5913, -1.7239], [-1.7172, 0.7425, -1.4347], [-2.2142, -0.5911, -0.0129], [-0.1193, 1.7106, -0.0619], [-0.8261, -0.1990, 2.2415], [0.5169, 0.8867, 2.4143]], "nbo_charge": [-0.591, 0.522, -0.507, -0.246, -0.259, -0.140, 0.052, -0.368, 0.148, 0.398, 0.220, 0.225, 0.196, 0.172, 0.178], "orbital_gap_ev": 10.4, "smiles": "O=CNN1C[C@H]1CF", "homo_ev": -9.65, "charge": 0}

Structures ranked by computed energy, the most stable listed first: entry x, entry w.